Below is 2 unconnected molecules or ions with the total composition C3H10NO3, with properties calculated with ωB97M-V with the def2-TZVPD basis set.

Results
LUMO: 4.1281 eV
Total charge: -1
Energy above the lowest of the compared OMol25 structures with the same formula, charge and spin: 13.63 kcal per mole
Highest occupied orbital energy: -3.27 eV
Kohn-Sham gap: 7.4 eV
Spin multiplicity: 1

Structure (XYZ):
```
17
C3H10NO3 | the OMol25 dataset | ωB97M-V with the def2-TZVPD basis set
N 0.6063 -0.8468 -0.5365
C -0.2515 0.2471 -0.9974
C 0.6212 1.5010 -0.8982
O 2.0017 1.2945 -1.2111
C -1.4131 0.3058 0.1173
O -0.8496 0.1109 1.3572
H 0.9175 -0.4895 0.3691
H 0.0197 -1.6513 -0.3605
H -0.5863 0.0223 -2.0170
H 0.3493 2.4334 -1.4025
H 0.4625 1.7577 0.1492
H 2.1521 0.3569 -1.0072
H -1.9190 1.2869 0.1531
H -2.0357 -0.5810 -0.1337
H 0.2664 -1.9837 1.4516
H -0.4437 -1.4945 2.6030
O 0.1022 -2.2696 2.3635
```

Below is 2 unconnected molecules or ions with the total composition C3H10NO3, with properties calculated with ωB97M-V with the def2-TZVPD basis set.

Results
LUMO: 3.6409 eV
Total charge: -1
Energy above the lowest of the compared OMol25 structures with the same formula, charge and spin: 50.11 kcal per mole
Highest occupied orbital energy: -2.51 eV
Kohn-Sham gap: 6.2 eV
Spin multiplicity: 1

Structure (XYZ):
```
17
C3H10NO3 | the OMol25 dataset | ωB97M-V with the def2-TZVPD basis set
C -1.0324 0.7284 0.6828
O -1.7104 1.7024 0.2313
C 0.0588 0.0081 -0.3830
C 0.6476 1.3464 -0.9375
O 2.0050 1.2420 -1.5975
N 0.8990 -1.0440 0.3401
H -1.7456 -0.1555 0.9020
H -0.5467 0.9005 1.6594
H -0.6371 -0.6079 -1.0536
H 0.0377 2.0037 -1.6462
H 1.1132 1.8847 -0.1361
H 2.0839 0.7846 -2.3943
H 1.4470 -1.3527 -0.4562
H 1.4539 -0.8058 1.0819
H -0.2480 -2.8363 1.8547
H -1.3224 -2.5799 0.8092
O -1.0410 -3.2475 1.4693
```

Below is 2 unconnected molecules or ions with the total composition C3H10NO3, with properties calculated with ωB97M-V with the def2-TZVPD basis set.

Results
LUMO (spin up / spin down): 0.7801 / 0.3907 eV
Energy above the lowest of the compared OMol25 structures with the same formula, charge and spin: 22.07 kcal per mole
Highest occupied orbital energy (spin up / spin down): -2.98 / -10.75 eV
Kohn-Sham gap (spin up / spin down): 3.8 / 11.1 eV
Spin multiplicity: 2

Structure (XYZ):
```
17
C3H10NO3 | the OMol25 dataset | ωB97M-V with the def2-TZVPD basis set
O 2.7115 0.3107 -1.1608
C 1.4210 -0.0518 -1.2415
C 0.5739 0.9360 -0.3831
N -0.7432 0.2675 -0.0520
C -1.7063 1.1221 0.6997
O 1.0175 -0.9740 -1.9103
H 3.3314 -0.0757 -1.7900
H 0.3815 1.8721 -0.9728
H 1.1929 1.2257 0.4386
H -1.0839 -0.1496 -1.0349
H -0.5068 -0.5925 0.5762
H -2.7039 1.0472 0.1865
H -1.4314 2.1676 0.5565
H -1.8049 0.9856 1.8047
H 0.4807 -2.7689 1.0359
H -0.7927 -2.9743 1.9708
O -0.3373 -2.3476 1.2764
```

Below is 3 unconnected molecules or ions with the total composition C3H10NO3S, with properties calculated with ωB97M-V with the def2-TZVPD basis set.

Results
LUMO: 3.4563 eV
Total charge: -1
Energy above the lowest of the compared OMol25 structures with the same formula, charge and spin: 50.45 kcal per mole
Highest occupied orbital energy: -2.87 eV
Kohn-Sham gap: 6.3 eV
Spin multiplicity: 1

Structure (XYZ):
```
18
C3H10NO3S | the OMol25 dataset | ωB97M-V with the def2-TZVPD basis set
O 3.1398 0.6754 -0.0103
C 2.1543 0.0467 -0.1355
N 0.9462 0.6217 -0.0826
C -0.2171 -0.1685 -0.4451
C -0.5324 0.1648 -2.0092
S -1.5270 1.6628 -1.8590
H 2.2805 -1.0230 -0.0649
H 0.9171 1.6674 -0.1400
H -1.1076 0.0452 0.2072
H 0.1255 -1.2054 -0.4576
H -1.1782 -0.7010 -2.4491
H 0.3270 0.3204 -2.5890
H -0.3182 -1.6877 1.5365
H -1.5414 -2.5430 1.1754
O -0.7587 -2.4110 1.8387
H -0.2855 1.1562 2.1112
H -1.2294 2.1100 1.4023
O -1.1948 1.2689 1.9710
```

Below is 3 unconnected molecules or ions with the total composition C3H10NO4, with properties calculated with ωB97M-V with the def2-TZVPD basis set.

Results
LUMO (spin up / spin down): 0.3983 / -3.3416 eV
Energy above the lowest of the compared OMol25 structures with the same formula, charge and spin: 30.50 kcal per mole
Highest occupied orbital energy (spin up / spin down): -10.19 / -10.16 eV
Kohn-Sham gap (spin up / spin down): 10.6 / 6.8 eV
Spin multiplicity: 2

Structure (XYZ):
```
18
C3H10NO4 | the OMol25 dataset | ωB97M-V with the def2-TZVPD basis set
C -2.2915 -0.6144 -1.1430
N -1.3436 -0.7158 -0.1751
C -1.1089 0.3450 0.8542
C 0.3033 0.1125 1.3686
O 1.2352 0.7846 0.5837
O -2.6931 -1.5916 -1.7405
H -2.5923 0.3880 -1.4415
H -0.7591 -1.5224 -0.0765
H -1.7970 0.1179 1.6722
H -1.2108 1.2552 0.3006
H 0.5645 -0.9601 1.3756
H 0.6176 0.2563 2.4286
H 2.9529 2.1816 2.5043
H 2.3577 1.1239 1.5274
O 3.1604 1.3385 2.0898
H 1.4545 0.7059 -2.1027
H 1.1995 -0.4192 -1.2269
O 1.3395 -0.2648 -2.1678
```

Below is 2 unconnected molecules or ions with the total composition C3H10NOP, with properties calculated with ωB97M-V with the def2-TZVPD basis set.

Results
LUMO: 0.8788 eV
Energy above the lowest of the compared OMol25 structures with the same formula, charge and spin: 45.46 kcal per mole
Highest occupied orbital energy: -9.82 eV
Kohn-Sham gap: 10.7 eV
Spin multiplicity: 1

Structure (XYZ):
```
16
C3H10NOP | the OMol25 dataset | ωB97M-V with the def2-TZVPD basis set
C -0.9622 0.1896 -1.1925
C -2.0027 -0.6013 0.9646
C -0.9451 -0.6445 -0.1729
N 1.4413 1.3347 0.2940
O 2.5579 -0.2361 -1.5565
P 2.2409 -0.0355 -0.1067
H -1.7455 0.9805 -1.2198
H 0.7601 1.1818 1.0296
H -0.4477 0.2803 -2.1049
H -2.5062 0.3793 0.8468
H -1.3264 -0.6475 1.8087
H -2.7314 -1.3792 1.0085
H -0.1741 -1.4471 -0.2467
H 1.0600 1.9279 -0.4088
H 3.4219 -0.2009 0.7225
H 1.3592 -1.0821 0.3340
```

Below is C3H10NOPS2 in the gas phase, with properties calculated with ωB97M-V with the def2-TZVPD basis set.

Results
LUMO: 0.2907 eV
Energy above the lowest of the compared OMol25 structures with the same formula, charge and spin: 2.04 kcal per mole
Highest occupied orbital energy: -8.71 eV
Kohn-Sham gap: 9.0 eV
Spin multiplicity: 1

Structure (XYZ):
```
18
C3H10NOPS2 | the OMol25 dataset | ωB97M-V with the def2-TZVPD basis set
C 0.4805 1.9046 1.3876
C -1.5676 1.1566 0.3801
C -0.1712 -2.2696 -1.5139
N -0.2268 0.6892 0.8870
O -0.2624 -1.4336 -0.4013
P 0.7096 -0.1460 -0.2783
S 0.8350 0.8235 -2.0825
S 2.4810 -0.9473 0.4880
H 0.5351 2.6134 0.4860
H -0.2222 2.2866 2.1453
H 1.4438 1.5291 1.7750
H -2.0448 0.2054 -0.1084
H -2.2194 1.1964 1.2426
H -1.4515 2.1127 -0.2592
H 0.6417 -2.9965 -1.3279
H -0.0661 -1.8090 -2.4869
H -1.0669 -2.9013 -1.4812
H 2.1722 -2.0142 1.1481
```

Below is 2 unconnected molecules or ions with the total composition C3H10NOS, with properties calculated with ωB97M-V with the def2-TZVPD basis set.

Results
LUMO: 3.1064 eV
Total charge: -1
Energy above the lowest of the compared OMol25 structures with the same formula, charge and spin: 38.35 kcal per mole
Highest occupied orbital energy: -2.87 eV
Kohn-Sham gap: 6.0 eV
Spin multiplicity: 1

Structure (XYZ):
```
16
C3H10NOS | the OMol25 dataset | ωB97M-V with the def2-TZVPD basis set
C 0.8700 -0.8338 0.6854
C 0.6151 0.6516 0.6658
S 1.9790 1.5514 1.5928
H 1.1677 -1.1358 1.6897
H 1.5816 -1.1115 -0.0896
H -0.0780 -1.3462 0.4851
H 0.5922 1.0731 -0.3267
H -0.2700 0.9394 1.2234
H 2.9706 0.7358 1.2177
N -1.2854 -1.2860 -2.5165
C -2.0835 -1.3134 -1.2104
O -2.1056 -0.1591 -0.5668
H -1.6577 -0.4200 -2.9314
H -0.4032 -0.9078 -2.1626
H -3.0895 -1.6970 -1.5170
H -1.6003 -2.1685 -0.6769
```

Below is 2 unconnected molecules or ions with the total composition C3H10NOS, with properties calculated with ωB97M-V with the def2-TZVPD basis set.

Results
LUMO: 3.3644 eV
Total charge: -1
Energy above the lowest of the compared OMol25 structures with the same formula, charge and spin: 48.42 kcal per mole
Highest occupied orbital energy: -2.64 eV
Kohn-Sham gap: 6.0 eV
Spin multiplicity: 1

Structure (XYZ):
```
16
C3H10NOS | the OMol25 dataset | ωB97M-V with the def2-TZVPD basis set
C 0.8754 -2.3208 1.0961
S -0.7110 -2.7576 0.2585
C -1.6212 -1.2445 0.8134
H 0.8260 -1.7924 2.0486
H 1.3334 -3.3043 1.2219
H 1.5312 -1.8634 0.3264
H -1.1630 -0.4356 0.2005
H -1.4132 -1.1089 1.8792
H -2.7094 -1.4239 0.6685
N 0.5619 3.2409 -1.3590
C 0.3013 1.7573 -1.3653
O -0.2761 1.1936 -0.3149
H 1.4946 3.4927 -1.0438
H -0.0303 3.6338 -0.6262
H 1.3333 1.3054 -1.5374
H -0.3331 1.6277 -2.2664
```

Below is 2 unconnected molecules or ions with the total composition C3H10NOS, with properties calculated with ωB97M-V with the def2-TZVPD basis set.

Results
LUMO: 3.9959 eV
Total charge: -1
Energy above the lowest of the compared OMol25 structures with the same formula, charge and spin: 53.86 kcal per mole
Highest occupied orbital energy: -2.76 eV
Kohn-Sham gap: 6.8 eV
Spin multiplicity: 1

Structure (XYZ):
```
16
C3H10NOS | the OMol25 dataset | ωB97M-V with the def2-TZVPD basis set
C -1.4615 0.5721 1.6523
C -0.6437 -0.6282 0.8273
C 0.0196 0.2198 -0.3693
S 1.5351 1.1593 -0.2647
N 0.4357 -1.4464 1.4300
H -2.0562 0.1195 2.5130
H -2.0023 1.4827 1.2078
H -0.6874 1.0681 1.9750
H -1.4564 -1.3292 0.5820
H 0.2291 -0.7201 -0.9293
H -0.7227 0.6533 -1.0988
H 1.1854 -1.1942 0.8559
H 0.6420 -1.2195 2.4070
H 2.3106 0.7420 -3.6398
H 1.1619 0.2338 -3.1352
O 1.5109 0.2870 -4.0131
```

Below is 2 unconnected molecules or ions with the total composition C3H10NOS, with properties calculated with ωB97M-V with the def2-TZVPD basis set.

Results
LUMO: 3.4415 eV
Total charge: -1
Energy above the lowest of the compared OMol25 structures with the same formula, charge and spin: 59.10 kcal per mole
Highest occupied orbital energy: -2.51 eV
Kohn-Sham gap: 6.0 eV
Spin multiplicity: 1

Structure (XYZ):
```
16
C3H10NOS | the OMol25 dataset | ωB97M-V with the def2-TZVPD basis set
C -0.3285 1.6023 0.9934
S -0.9307 1.4922 -0.7967
C -1.7581 -0.0371 -0.7076
H -0.7123 0.7032 1.4543
H 0.7861 1.3603 0.9232
H -0.6579 2.5873 1.3868
H -1.8873 -0.1331 0.3982
H -1.2160 -0.8865 -1.0970
H -2.8580 -0.0747 -1.1047
N 2.1323 -1.2620 -0.6052
C 1.5505 -1.6524 0.7826
O 0.2528 -1.4805 1.0384
H 1.6420 -0.3832 -0.9269
H 2.0673 -2.0548 -1.2374
H 2.0953 -1.1099 1.5333
H 1.9008 -2.6814 0.9366
```

Below is 2 unconnected molecules or ions with the total composition C3H10NOS2, with properties calculated with ωB97M-V with the def2-TZVPD basis set.

Results
LUMO: 3.4119 eV
Total charge: -1
Energy above the lowest of the compared OMol25 structures with the same formula, charge and spin: 51.99 kcal per mole
Highest occupied orbital energy: -2.76 eV
Kohn-Sham gap: 6.2 eV
Spin multiplicity: 1

Structure (XYZ):
```
17
C3H10NOS2 | the OMol25 dataset | ωB97M-V with the def2-TZVPD basis set
N 2.7001 -0.2798 -0.0575
C 1.9927 -1.1101 0.8629
O 1.5263 -0.4170 1.9057
H 3.6674 -0.4318 0.0073
H 2.7161 0.7117 0.1884
H 1.1056 -1.6055 0.3175
H 2.6603 -1.9301 1.1678
C 0.0469 -0.4705 -2.0458
S -1.4367 -0.6316 -0.9798
S -1.4844 1.2874 -0.1213
C -0.8907 0.9969 1.5746
H -0.0341 0.4726 -2.6090
H 0.9917 -0.5571 -1.4952
H -0.0899 -1.3116 -2.7278
H 0.0391 0.3868 1.4500
H -0.6655 2.0371 1.8964
H -1.6582 0.5314 2.2286
```

no.,calculated total energy (Ha)
1,-400.7657
2,-400.7076
3,-400.6449
4,-798.9797
5,-475.9089
6,-591.6103
7,-1388.0382
8,-648.4705
9,-648.4544
10,-648.4457
11,-648.4374
12,-1046.6527